56
Properties=species:S:1:pos:R:3 method="wB97M-V/def2-TZVPD" largest_force_ev_per_a=0.99 homo_energy_ev=-9.725 relative_energy_kcal_mol=0.00 spin_multiplicity=1 gap_ev=9.737 smiles="C[N+](=O)[O-].C[N+](=O)[O-].COC(=O)OC.CO.CO.CO.CO.CO" energy_ev=-38431.1836
C -2.212 -3.184 0.018
N -2.688 -2.833 1.387
O -2.400 -3.610 2.269
O -3.245 -1.768 1.537
H -2.404 -4.237 -0.144
H -1.140 -2.989 0.065
H -2.629 -2.521 -0.729
C 2.603 1.182 2.974
N 2.494 2.617 2.655
O 3.425 3.329 2.931
O 1.452 2.997 2.164
H 3.651 0.906 3.041
H 2.123 0.593 2.203
H 2.142 1.032 3.947
C 1.931 -2.704 -1.216
O 1.528 -3.991 -0.749
C 2.215 -5.046 -1.148
O 3.145 -5.056 -1.907
O 1.690 -6.115 -0.552
C 2.296 -7.359 -0.852
H 2.981 -2.530 -1.008
H 1.296 -1.993 -0.689
H 1.660 -2.604 -2.268
H 3.378 -7.296 -0.952
H 1.921 -7.755 -1.801
H 2.003 -8.045 -0.064
C 0.773 4.331 -2.227
O 1.363 5.607 -2.339
H 1.537 3.558 -2.292
H 0.271 4.173 -1.265
H 0.014 4.107 -2.989
H 0.696 6.260 -2.113
C -1.874 4.249 0.727
O -2.642 3.218 0.154
H -2.481 4.793 1.448
H -1.010 3.858 1.286
H -1.457 4.933 -0.020
H -2.078 2.673 -0.414
C -0.466 0.731 0.406
O -0.656 1.433 -0.827
H -0.698 1.383 1.242
H -1.145 -0.127 0.424
H 0.570 0.384 0.470
H -0.624 0.755 -1.523
C -2.311 1.889 3.509
O -2.854 2.149 4.794
H -1.823 0.916 3.542
H -3.050 1.915 2.704
H -1.540 2.625 3.241
H -3.228 3.035 4.785
C -0.141 0.189 -4.123
O -0.933 -0.310 -3.059
H 0.305 -0.616 -4.716
H -0.702 0.831 -4.802
H 0.685 0.747 -3.687
H -1.715 -0.713 -3.449

---

10
Properties=species:S:1:pos:R:3 method="wB97M-V/def2-TZVPD" largest_force_ev_per_a=5.32 homo_energy_ev="-10.034 / -9.696" relative_energy_kcal_mol=182.27 spin_multiplicity=1 gap_ev="8.728 / 8.598" smiles="CC1=CS1(=O)=O" energy_ev=-18098.1613
C 1.422 0.208 0.658
C 0.245 -0.015 -0.183
C -0.452 -0.276 -1.322
S -1.542 -0.212 0.114
O -2.731 1.514 0.037
O -2.137 -1.490 0.370
H 1.333 -0.023 1.753
H 1.798 1.170 0.756
H 2.345 -0.379 0.139
H -0.279 -0.497 -2.322

---

24
Properties=species:S:1:pos:R:3 method="wB97M-V/def2-TZVPD" largest_force_ev_per_a=4.65 homo_energy_ev=-8.137 relative_energy_kcal_mol=84.53 spin_multiplicity=1 gap_ev=7.575 energy_ev=-17055.5707
C 0.850 -3.128 1.125
C -2.206 -0.238 1.529
C 2.103 1.970 0.117
C 0.833 2.321 0.164
C 2.671 0.635 0.017
C 2.074 -0.574 0.190
C -0.304 1.468 0.062
C 0.075 -2.056 0.524
C 0.699 -0.904 0.238
C -0.248 0.166 0.001
C -1.401 -2.155 0.369
C -2.030 -0.808 0.256
N 1.536 -3.976 1.590
N -2.191 0.189 2.588
N -3.060 -0.674 -0.686
H 2.904 2.699 0.098
H 0.465 3.407 0.323
H 3.742 0.588 -0.193
H 2.745 -1.454 -0.048
H -1.100 2.072 -0.098
H -1.664 -2.755 -0.555
H -1.901 -2.873 1.103
H -3.737 0.028 -0.363
H -2.840 -0.436 -1.662

---

17
Properties=species:S:1:pos:R:3 method="wB97M-V/def2-TZVPD" largest_force_ev_per_a=2.11 homo_energy_ev=-8.919 relative_energy_kcal_mol=49.33 spin_multiplicity=1 gap_ev=9.921 smiles="C=C[C@@H](O)C(=C)C" energy_ev=-8429.1014
C 1.875 0.656 0.316
C 1.131 1.128 -0.677
C -0.286 0.591 -0.894
O -0.351 0.064 -2.215
C -0.621 -0.418 0.205
C 0.260 -1.391 0.478
C -1.843 -0.228 1.063
H 1.200 0.124 1.011
H 2.955 0.767 0.413
H 1.487 1.852 -1.406
H -1.014 1.412 -0.890
H 0.452 -0.459 -2.346
H 1.091 -1.642 -0.180
H 0.284 -1.904 1.437
H -2.688 -0.749 0.594
H -1.703 -0.673 2.055
H -2.135 0.820 1.188

---

88
Properties=species:S:1:pos:R:3 method="wB97M-V/def2-TZVPD" largest_force_ev_per_a=1.37 homo_energy_ev=-3.400 relative_energy_kcal_mol=19.86 spin_multiplicity=1 gap_ev=6.558 energy_ev=-128414.6872 total_charge=-2
Cd 0.276 0.218 -0.161
O -1.615 -1.597 6.651
C -0.812 -0.687 6.368
O -0.167 0.087 7.095
C -0.577 -0.497 4.831
C -1.429 -1.097 3.911
C -1.183 -0.932 2.562
N -0.145 -0.238 2.097
C 0.681 0.340 2.971
C 0.494 0.238 4.343
C 1.909 1.030 2.406
O 2.720 1.517 3.181
O 2.037 0.997 1.116
H -2.259 -1.688 4.270
H -1.827 -1.378 1.811
H 1.186 0.712 5.023
S -2.258 0.455 -0.500
C -2.156 2.089 0.128
N -3.124 2.666 0.784
N -4.182 1.924 1.038
C -5.270 2.406 1.732
C -5.372 3.759 2.076
C -6.486 4.218 2.752
C -7.513 3.351 3.105
C -7.413 2.010 2.761
C -6.306 1.536 2.081
N -1.087 2.932 -0.042
N -0.050 2.478 -0.579
C 0.984 3.414 -0.753
C 0.920 4.726 -0.269
C 1.969 5.595 -0.495
C 3.085 5.182 -1.213
C 3.146 3.885 -1.699
C 2.108 3.001 -1.465
H -4.136 0.950 0.736
H -4.560 4.418 1.805
H -6.561 5.267 3.011
H -8.377 3.710 3.649
H -8.206 1.324 3.032
H -6.227 0.486 1.824
H 0.049 5.026 0.294
H 1.925 6.605 -0.107
H 3.908 5.866 -1.381
H 4.015 3.552 -2.252
H 2.163 1.977 -1.815
C -1.478 -4.786 1.589
C -0.243 -4.999 0.720
Sb 0.380 -3.131 -0.265
C 1.944 -4.054 -1.492
C 1.917 -5.574 -1.617
C -1.275 -3.214 -1.712
C -1.364 -4.452 -2.596
H -1.763 -5.704 2.112
H -2.331 -4.474 0.981
H -1.297 -4.016 2.341
H -0.427 -5.774 -0.025
H 0.597 -5.325 1.339
H 2.878 -3.729 -1.032
H 1.884 -3.578 -2.469
H 1.940 -6.049 -0.635
H 2.783 -5.927 -2.184
H 1.017 -5.914 -2.130
H -1.175 -2.316 -2.326
H -2.190 -3.104 -1.123
H -0.482 -4.538 -3.233
H -2.243 -4.402 -3.248
H -1.446 -5.360 -1.996
O -0.766 -0.636 -8.712
C -0.407 0.407 -7.908
O -0.377 1.507 -8.396
C -0.070 0.096 -6.509
C 0.149 1.155 -5.620
C 0.542 0.933 -4.319
C 0.761 -0.370 -3.842
S 1.447 -0.715 -2.289
C 0.502 -1.433 -4.724
C 0.094 -1.206 -6.018
H -0.788 -1.452 -8.203
H 0.011 2.164 -5.987
H 0.709 1.767 -3.650
H 0.648 -2.445 -4.369
H -0.067 -2.075 -6.650
Cl 6.082 -0.586 0.998
C 4.678 0.279 0.298
Cl 4.780 1.951 0.806
Cl 4.835 0.206 -1.481
C 3.491 -0.541 0.659
N 2.962 -1.563 0.779

---

77
Properties=species:S:1:pos:R:3 method="wB97M-V/def2-TZVPD" largest_force_ev_per_a=1.98 homo_energy_ev=-4.908 spin_multiplicity=1 gap_ev=7.154 energy_ev=-115536.5553 total_charge=-1
Lu -0.943 0.683 1.032
N 2.925 0.825 -1.578
C 1.931 1.258 -0.714
S 0.434 1.702 -1.397
N 2.250 1.327 0.543
N 1.257 1.648 1.444
C 1.678 2.415 2.396
C 0.894 2.955 3.460
C 1.552 3.702 4.443
C 0.873 4.292 5.482
C -0.517 4.208 5.520
C -1.198 3.506 4.555
C -0.529 2.806 3.519
O -1.188 2.055 2.702
H 2.820 1.199 -2.510
H 3.860 0.902 -1.198
H 2.728 2.725 2.371
H 2.627 3.797 4.379
H 1.410 4.821 6.255
H -1.073 4.696 6.310
H -2.278 3.449 4.583
O -3.034 -1.519 -1.864
C -2.690 -0.560 -1.190
O -1.562 -0.401 -0.633
C -3.705 0.616 -1.008
C -3.006 1.983 -1.101
C -4.067 3.090 -1.255
C -4.625 3.170 0.177
C -3.794 2.077 0.875
O -2.527 2.196 0.227
C -4.294 0.690 0.426
C -3.797 -0.440 1.388
O -4.588 -1.315 1.699
O -2.606 -0.324 1.827
H -4.487 0.495 -1.762
H -2.183 2.031 -1.815
H -3.601 4.026 -1.562
H -4.818 2.819 -1.994
H -4.430 4.144 0.628
H -5.692 2.969 0.230
H -3.680 2.205 1.954
H -5.386 0.626 0.414
I -3.347 0.482 4.772
C -1.324 0.224 5.338
I -0.159 -0.806 3.836
H -1.306 -0.357 6.255
H -0.890 1.210 5.470
C 0.841 -2.453 -6.381
C 1.737 -2.757 -5.221
C 2.440 -3.952 -5.151
C 3.303 -4.203 -4.102
C 3.487 -3.259 -3.096
N 4.444 -3.561 -2.113
C 4.766 -2.940 -0.938
O 5.910 -2.971 -0.519
N 3.789 -2.294 -0.223
C 2.414 -2.464 -0.104
C 1.651 -3.478 -0.677
C 0.295 -3.515 -0.398
C -0.272 -2.546 0.412
N 0.452 -1.564 0.949
C 1.756 -1.556 0.728
C 2.769 -2.068 -3.143
C 1.902 -1.834 -4.194
H 0.874 -3.252 -7.118
H 1.150 -1.524 -6.859
H -0.185 -2.327 -6.043
H 2.318 -4.697 -5.925
H 3.850 -5.136 -4.059
H 5.205 -4.138 -2.448
H 4.185 -1.712 0.506
H 2.094 -4.237 -1.300
H -0.327 -4.295 -0.805
H -1.326 -2.565 0.663
H 2.331 -0.788 1.233
H 2.888 -1.307 -2.387
H 1.344 -0.909 -4.216